17
Properties=species:S:1:pos:R:3:forces:R:3 method="wB97M-V/def2-TZVPD" lumo_energy_ha=0.02680 largest_force_ha_per_bohr=0.12078 smiles="N=C1NNCCNN1" e_homo_ev=-8.00 orbital_gap_ev=8.73 e_above_lowest_ev=6.019 energy_ha=-393.292339
C -0.090 1.226 -0.142 0.1150 4.0094 0.0389
C -0.716 -1.445 0.043 -4.2876 -2.7014 2.6205
C 0.440 -1.638 0.890 0.3582 -6.0401 -0.0710
H 0.216 2.974 0.436 -0.2323 0.4996 -0.6125
H -1.036 1.136 -1.873 0.7908 -2.2786 2.7614
H -1.236 -1.039 -1.725 -1.2604 -1.4332 -1.7104
H -1.380 -0.893 0.813 0.1297 -0.1030 -2.1638
H -1.235 -2.449 -0.031 0.3982 1.1310 -0.6579
H 0.196 -1.572 1.955 -0.3098 -0.2211 -0.0595
H 0.843 -2.839 0.735 -0.1919 3.5905 0.2476
H 1.810 -0.706 1.458 1.0383 0.5511 -2.3704
H 1.243 1.275 1.394 -1.4073 -1.7934 -1.2373
N -0.236 2.547 -0.390 1.5539 -2.7145 2.6186
N -0.798 0.488 -0.977 -1.5182 5.0172 -3.3313
N -0.453 -0.792 -1.207 0.3485 -2.6206 0.0928
N 1.302 -0.616 0.513 4.4137 0.6764 3.8628
N 0.582 0.551 0.931 0.0613 4.4308 -0.0285

15
Properties=species:S:1:pos:R:3:forces:R:3 method="wB97M-V/def2-TZVPD" lumo_energy_ha=0.02010 largest_force_ha_per_bohr=0.02771 smiles="O=C(O)CCS.O" e_homo_ev=-9.32 orbital_gap_ev=9.87 e_above_lowest_ev=0.290 energy_ha=-743.022085
O 1.812 0.599 -0.380 0.4776 -0.1310 -0.2415
C 0.646 0.650 -0.112 0.0178 0.2957 0.4328
O 0.174 1.576 0.759 0.7588 0.3040 -0.1883
C -0.411 -0.219 -0.691 -0.8779 0.1341 -1.1145
C -0.444 -0.057 -2.231 0.6859 0.6366 0.2851
S -1.617 -1.226 -2.954 -0.1922 -0.1511 0.0670
H 0.976 2.120 0.951 -0.7670 -0.3569 0.0910
H -0.236 -1.263 -0.472 0.0864 -0.1867 0.3918
H -1.389 0.110 -0.350 -0.0045 -0.3060 0.3875
H 0.556 -0.190 -2.641 -0.0197 -0.2461 0.0228
H -0.698 0.984 -2.431 -0.3344 -0.1035 -0.2239
H -2.022 -0.526 -4.024 0.1688 0.1153 0.0980
H 1.221 -0.177 4.571 0.0642 -0.3788 0.1491
H 0.910 -1.598 5.163 0.2980 0.1496 -0.0706
O 0.521 -0.781 4.842 -0.3617 0.2249 -0.0863

92
Properties=species:S:1:pos:R:3:forces:R:3 method="wB97M-V/def2-TZVPD" lumo_energy_ha="0.00719 / 0.00898" largest_force_ha_per_bohr=0.09239 e_homo_ev="-3.75 / -4.77" orbital_gap_ev="3.95 / 5.01" e_above_lowest_ev=0.000 energy_ha=-4098.712058
Al 1.824 -0.438 -0.046 -0.4495 0.1377 0.5103
Cl 7.296 -5.539 0.064 0.3619 -0.3814 -0.1756
C 6.166 -4.271 0.112 -3.0939 1.3741 0.3184
C 6.538 -2.928 -0.028 0.6240 -1.0326 0.2588
C 5.639 -1.890 0.133 -1.3956 -1.5190 -0.2571
Cl 6.254 -0.305 0.147 -0.1156 0.6833 -0.1320
C 4.240 -2.168 0.281 -0.3486 1.4273 0.9726
O 3.382 -1.109 0.382 0.7710 -1.3441 -0.3015
C 3.838 -3.509 0.518 1.5315 0.4023 -1.0550
Cl 2.201 -3.897 0.894 0.1908 0.0892 -0.0359
C 4.772 -4.537 0.361 1.0610 -0.8623 -0.0600
H 7.584 -2.722 -0.221 -0.0676 0.1890 0.1181
H 4.426 -5.596 0.414 0.3705 1.0300 0.1425
C -1.675 -0.670 -0.761 0.8801 -0.6191 0.3694
N -2.228 0.105 0.312 0.4172 0.7620 -0.6226
C -1.282 0.977 1.000 -0.5167 -0.2865 1.6733
P -0.111 2.084 0.016 0.8807 -1.5413 -4.4066
C 0.134 3.394 1.150 0.1559 0.5466 1.2305
C 0.322 3.103 2.521 -0.2911 0.0090 -0.5143
C -0.059 4.023 3.453 -0.5156 1.3410 0.0477
C -0.628 5.252 3.027 0.0627 -0.2528 0.2935
C -0.687 5.605 1.701 0.6083 -0.7962 -0.9098
C -0.283 4.660 0.742 0.2096 0.5931 -0.8533
C -1.066 2.541 -1.414 1.8729 -0.6058 1.4791
C -0.711 2.459 -2.798 -0.4918 -0.2583 -0.4460
C -1.586 2.989 -3.748 1.0020 -0.6316 0.7324
C -2.692 3.777 -3.346 -0.3009 0.3994 -0.3725
C -3.008 3.875 -1.979 -0.2349 -0.4354 1.3156
C -2.219 3.213 -1.034 -2.5801 1.1781 0.1227
C -3.576 -0.089 0.693 -0.2781 0.1489 -0.4333
C -4.497 -0.548 -0.284 -0.0885 -0.9169 -0.5123
C -5.684 -1.226 0.044 0.5841 1.1055 0.6389
C -6.135 -1.201 1.375 -0.0314 -0.0953 -1.2636
C -5.347 -0.496 2.256 -0.0539 0.3004 2.4349
C -4.103 0.083 1.980 -0.4197 -1.1756 -1.4299
P -0.183 -1.764 -0.162 1.0458 1.2275 -1.0267
C -0.139 -3.059 -1.457 -0.5183 -0.0994 -0.0451
C 0.114 -2.619 -2.756 0.2311 0.7649 -0.3117
C -0.027 -3.437 -3.867 0.0003 -0.3187 0.4921
C -0.487 -4.755 -3.678 0.3752 0.6491 -0.8961
C -0.630 -5.230 -2.390 -0.0626 -0.3554 0.9725
C -0.457 -4.394 -1.269 -0.0244 -0.6728 0.0024
C -0.675 -2.516 1.385 0.2749 0.4350 2.1019
C 0.022 -2.160 2.579 -0.4742 -0.0216 -0.5770
C -0.480 -2.564 3.811 0.7266 0.4549 -0.0528
C -1.609 -3.355 3.891 -0.6888 -0.9053 1.0463
C -2.288 -3.771 2.748 0.4130 0.9329 0.0423
C -1.828 -3.270 1.527 -0.3884 -1.3209 -1.2052
H -1.294 -0.128 -1.637 -0.0197 0.3400 0.3666
H -2.412 -1.343 -1.158 -0.2610 -0.5208 0.0511
H -0.774 0.416 1.826 0.1538 0.3505 -0.7198
H -1.842 1.727 1.560 -0.2752 0.0995 -0.0673
H 0.720 2.150 2.848 -0.0185 -0.0978 -0.1462
H 0.055 3.824 4.506 -0.0221 -0.0289 0.1723
H -1.066 5.960 3.705 0.1642 0.0195 0.6273
H -1.052 6.564 1.358 -0.0455 0.0070 0.2158
H -0.274 4.913 -0.358 -0.3401 -0.4232 1.3733
H 0.189 1.871 -3.031 -0.6176 0.3968 -0.4575
H -1.431 2.726 -4.800 0.0653 0.4765 0.3226
H -3.242 4.331 -4.111 -0.0236 -0.3224 0.3643
H -3.906 4.377 -1.540 0.7664 -0.2320 -0.9637
H -2.535 3.215 0.036 0.1696 0.1592 -0.9770
H -4.260 -0.430 -1.350 0.1147 -0.2400 0.5281
H -6.273 -1.703 -0.723 -0.0534 0.1320 -0.1917
H -7.118 -1.640 1.604 0.7457 0.1813 0.2687
H -5.629 -0.455 3.338 -0.0383 0.0847 -1.0798
H -3.555 0.529 2.762 0.6449 0.3806 0.8057
H 0.443 -1.575 -2.889 -0.1058 -0.4744 -0.0048
H 0.286 -3.059 -4.841 -0.4262 -0.1656 0.1740
H -0.692 -5.348 -4.582 0.2167 -0.0102 0.7199
H -0.857 -6.280 -2.185 -0.0757 0.3364 -0.2906
H -0.544 -4.816 -0.249 -0.0586 0.2797 -0.7955
H 0.935 -1.549 2.518 -0.4411 -0.2272 -0.0340
H 0.021 -2.253 4.736 -0.1225 -0.1866 -0.4519
H -1.917 -3.699 4.909 0.0622 0.3261 -1.0591
H -3.183 -4.382 2.807 0.1823 0.0188 -0.0556
H -2.272 -3.630 0.581 -0.2634 0.4043 0.7071
C 3.497 1.596 -1.819 1.5870 0.3006 -1.1768
C 2.739 2.451 -0.791 0.2408 -1.9570 1.0595
C 3.477 2.461 0.591 1.5630 0.9750 -0.9222
C 2.606 3.885 -1.327 -1.6207 0.0972 -0.3985
C 1.543 1.464 -0.731 -2.6137 -0.4882 1.0335
H 4.438 2.104 -2.108 -0.2050 -0.4161 0.0820
H 2.860 1.559 -2.721 0.4820 0.1450 0.1237
H 3.728 0.519 -1.582 -0.1648 1.2130 0.2724
H 4.354 3.137 0.430 -0.2985 -0.4949 0.1078
H 3.921 1.485 0.828 -0.4307 0.1277 0.0875
H 3.012 2.933 1.473 -0.5355 -0.4814 -0.5644
H 3.432 4.190 -1.958 0.2891 -0.3175 -0.1842
H 2.576 4.625 -0.541 -0.0706 0.0539 0.5416
H 1.666 4.059 -1.907 0.6281 -0.3699 0.2293
H 1.264 1.109 -1.758 -0.1485 0.8162 0.8860

43
Properties=species:S:1:pos:R:3:forces:R:3 method="wB97M-V/def2-TZVPD" lumo_energy_ha=0.14280 largest_force_ha_per_bohr=0.01232 e_homo_ev=-1.72 charge=-2 orbital_gap_ev=5.60 e_above_lowest_ev=0.099 energy_ha=-4172.134628
Ag -1.234 0.155 -0.078 -0.1558 0.0080 -0.4318
Cl 4.872 4.639 0.295 -0.0009 -0.0016 -0.0002
C 3.300 3.932 0.104 0.0066 0.0018 -0.0031
C 3.142 2.548 0.028 0.0101 -0.0147 0.0011
Cl 4.541 1.533 0.127 -0.0026 -0.0016 -0.0007
C 1.891 1.979 -0.127 0.0484 -0.0221 0.0171
Cl 1.709 0.264 -0.225 -0.0114 -0.0180 0.0178
C 0.696 2.759 -0.215 -0.0086 0.0193 -0.0141
O -0.456 2.272 -0.364 0.0195 0.0190 0.1549
C 0.908 4.172 -0.132 -0.0041 0.0054 -0.0059
Cl -0.502 5.166 -0.234 -0.0036 -0.0012 0.0000
C 2.162 4.732 0.020 0.0021 0.0164 0.0058
Cl 2.332 6.456 0.112 0.0024 0.0088 -0.0019
Te -3.155 -1.345 -1.191 -0.0743 0.1109 -0.1915
C -4.826 -0.276 -0.455 -0.0180 0.0380 0.0151
C -4.788 1.105 -0.234 0.0284 -0.0158 -0.0063
C -5.895 1.790 0.243 -0.0089 0.0114 0.0113
C -7.080 1.116 0.515 0.0111 -0.0051 -0.0035
C -7.133 -0.255 0.307 -0.0165 -0.0003 0.0035
C -6.021 -0.939 -0.167 -0.0015 -0.0158 -0.0375
H -3.870 1.644 -0.435 -0.0031 0.0119 -0.0084
H -5.829 2.860 0.407 -0.0002 0.0016 0.0007
H -7.945 1.651 0.889 -0.0029 -0.0001 0.0051
H -8.044 -0.803 0.525 -0.0034 0.0006 -0.0024
H -6.075 -2.011 -0.312 0.0012 -0.0103 0.0039
O 1.146 -6.696 4.526 -0.0049 0.0041 0.0049
N 0.347 -5.765 4.496 -0.0068 -0.0045 0.0064
O -0.373 -5.478 5.449 0.0148 -0.0064 -0.0075
C 0.245 -4.981 3.308 -0.0068 0.0130 -0.0232
C -0.675 -3.919 3.244 -0.0635 -0.0401 -0.0157
C -0.759 -3.192 2.108 -0.0509 0.0029 0.1262
C 0.044 -3.383 0.902 0.1908 -0.2295 0.1584
O -0.005 -2.637 -0.066 -0.0027 0.1499 -0.0361
C 0.925 -4.541 1.057 -0.0143 0.0357 -0.0663
C 1.039 -5.275 2.210 0.0237 -0.0065 0.0189
N 1.770 -4.956 -0.054 -0.0479 -0.0362 0.0257
O 1.368 -4.779 -1.184 0.0114 0.0183 0.0014
O 2.839 -5.499 0.211 0.0278 0.0003 -0.0054
N -1.711 -2.079 2.071 0.3620 0.0382 -0.3068
O -2.858 -2.301 1.785 -0.4272 -0.3162 0.3443
O -1.247 -0.956 2.233 0.1859 0.2409 0.2392
H -1.303 -3.696 4.095 -0.0018 -0.0077 0.0040
H 1.747 -6.088 2.254 -0.0037 -0.0024 0.0026

18
Properties=species:S:1:pos:R:3:forces:R:3 method="wB97M-V/def2-TZVPD" lumo_energy_ha="-0.12326 / -0.22490" largest_force_ha_per_bohr=0.15929 e_homo_ev="-9.02 / -13.54" charge=+1 orbital_gap_ev="5.67 / 7.42" e_above_lowest_ev=4.321 energy_ha=-720.332099 spin_multiplicity=3
C -0.660 -0.951 1.554 6.3881 4.9453 -1.3531
C -1.686 -1.411 0.833 -4.4620 -1.7996 -2.5883
C -1.011 0.772 -0.417 0.3753 1.0314 -0.7218
C 1.716 -0.645 -0.978 -2.9310 2.6304 -0.5157
N -0.061 0.454 0.625 -1.4284 -2.6666 2.7095
N -1.668 2.042 -0.161 2.3584 -1.1646 -2.2142
N 1.247 0.353 0.089 3.0975 2.6582 0.6026
S -2.110 -0.729 -0.614 0.2313 -0.0477 -0.4689
H -0.224 -1.106 2.493 0.3848 0.0390 0.9953
H -2.298 -2.175 1.189 -1.1772 -0.9180 0.6784
H -0.463 0.824 -1.448 -1.2354 0.2512 1.7871
H 1.322 -0.075 -1.888 0.6386 -1.7934 0.5787
H 2.794 -0.483 -0.950 -0.0649 -1.3359 -0.0843
H 1.064 -1.492 -0.672 1.5357 -0.3727 -0.8586
H -2.065 2.409 -0.982 -0.4538 0.4869 -1.1773
H -2.220 2.313 0.584 -1.0020 -0.4400 2.2994
H 2.052 0.313 0.797 -2.1931 -0.0023 -0.1269
H 1.392 1.346 -0.288 -0.0618 -1.5017 0.4581

48
Properties=species:S:1:pos:R:3:forces:R:3 method="wB97M-V/def2-TZVPD" lumo_energy_ha=-0.52482 largest_force_ha_per_bohr=0.06971 e_homo_ev=-17.49 charge=+4 orbital_gap_ev=3.21 e_above_lowest_ev=1.004 energy_ha=-22645.548883
Sr -21.942 2.498 -3.002 0.8111 -0.3828 0.4791
Sr -20.525 6.503 -1.843 2.2385 -0.6006 2.7345
Sr -19.209 5.512 -5.582 1.2512 -0.5186 0.0116
O -18.680 5.154 -0.701 -1.7346 0.3874 -1.6543
C -17.903 4.439 -1.624 -1.5349 1.3017 -0.6746
C -18.672 3.622 -2.737 0.5683 -0.5457 1.8768
O -19.811 4.234 -3.395 -1.1541 1.5882 -0.9559
H -17.187 3.818 -1.079 0.0883 -0.5491 -0.4570
H -17.337 5.179 -2.217 -0.4993 -1.2304 0.1309
H -19.073 2.730 -2.241 0.2447 -0.3586 -0.1643
H -17.856 3.379 -3.422 -0.3936 -0.3479 -0.4502
Br -16.205 4.971 -5.859 -0.0860 0.2629 -0.0766
C -15.688 3.170 -6.629 -0.2774 -0.6634 0.2844
C -15.715 2.185 -5.491 -0.1477 -0.5409 0.8613
Br -15.599 0.378 -6.224 0.0430 0.6261 0.1298
H -14.705 3.265 -7.084 -0.0306 0.4172 0.0692
H -16.450 2.994 -7.381 0.0849 -0.0699 -0.0213
H -16.600 2.223 -4.853 -0.4788 0.0038 -0.6474
H -14.957 2.323 -4.720 0.6239 0.0158 -0.6344
Br -20.306 7.066 1.499 -0.2502 0.0575 -0.2897
C -18.498 7.192 2.340 1.1292 0.0844 -0.2322
C -17.928 8.576 2.121 0.5413 0.3249 0.1129
Br -16.151 8.708 3.042 -1.2414 -0.2400 -0.5249
H -17.879 6.457 1.829 -0.2325 -0.0658 -0.1359
H -18.590 6.867 3.373 -0.4872 0.2764 0.0007
H -18.536 9.407 2.467 -0.0307 -0.2092 0.4053
H -17.755 8.756 1.062 0.2625 -0.1295 -0.0033
Br -16.314 8.295 -3.074 -0.7591 -0.1910 -0.0992
C -15.983 6.600 -2.147 0.6732 0.1476 -1.4442
C -14.570 6.507 -1.704 0.4339 0.3195 2.2328
Br -14.296 7.742 -0.129 -0.1226 -0.7491 -1.0994
H -16.092 5.847 -2.938 0.2061 0.4033 -0.0577
H -16.781 6.432 -1.430 0.6425 0.7095 0.5284
H -13.797 6.675 -2.447 -0.2253 0.3881 -0.1400
H -14.402 5.513 -1.284 -0.0320 0.0250 0.0604
Br -21.206 1.957 -0.181 0.0312 -0.7742 -0.6609
C -21.137 3.008 1.501 -0.0354 1.4025 0.9992
C -19.700 3.213 1.943 -0.3325 -0.1661 0.1992
Br -19.631 4.044 3.731 -0.4936 -0.2285 -0.8253
H -21.816 2.535 2.206 0.0844 -0.3462 -0.1881
H -21.559 3.935 1.125 -0.0843 0.1204 0.4525
H -19.261 3.862 1.186 0.5435 -0.0070 0.3082
H -19.168 2.284 2.120 0.0280 -0.0188 -0.3967
C -16.063 3.573 1.846 0.5932 0.4150 -0.8276
Cl -16.058 4.645 3.219 -0.1026 -0.1837 0.4075
Cl -16.488 1.894 2.153 -0.0720 0.1602 0.2486
Cl -14.465 3.650 1.056 0.0092 -0.1221 -0.0639
H -16.733 3.998 1.105 -0.2935 -0.1984 0.1916

21
Properties=species:S:1:pos:R:3:forces:R:3 method="wB97M-V/def2-TZVPD" lumo_energy_ha="-0.16081 / -0.24528" largest_force_ha_per_bohr=0.25283 e_homo_ev="-8.40 / -12.65" charge=+1 orbital_gap_ev="4.03 / 5.97" e_above_lowest_ev=1.677 energy_ha=-501.987022 spin_multiplicity=3
B 1.035 1.156 0.017 -1.5509 -1.3240 -0.1127
C 0.831 -0.187 -0.727 2.5589 9.1106 8.9151
C 0.456 -0.976 -1.533 -1.8871 -8.8932 -8.6410
C -2.350 1.482 0.977 0.9617 -2.9782 -2.7172
C 0.631 -1.761 -2.752 0.8534 1.4533 0.1687
C -2.429 0.435 -0.005 -1.6982 0.6358 -1.7670
N 1.173 -1.154 2.789 1.5322 -0.3293 -1.6965
O -2.496 2.360 1.611 -0.6132 2.6598 2.3124
O 2.051 1.897 -0.345 2.3913 1.1126 -0.9727
O 0.040 1.541 0.935 -0.6222 -0.8212 -0.2825
H 1.481 -1.252 -3.342 -1.2246 -0.8503 0.6792
H -0.248 -1.861 -3.329 -1.0235 0.1975 -0.9000
H 0.915 -2.782 -2.545 0.5955 -0.5073 0.2566
H -3.369 0.714 -0.669 1.8685 -0.5270 1.2076
H -2.574 -0.546 0.395 -0.4191 -0.4757 0.8717
H -1.511 0.306 -0.596 -0.1298 0.7497 0.0982
H 2.162 -1.402 2.416 -2.2332 0.2365 1.3331
H 0.638 -1.073 1.894 0.2294 -0.3374 1.2727
H 0.797 -1.892 3.409 0.4866 0.4403 -0.9172
H 2.525 2.671 -0.028 -0.4842 -0.2398 0.3841
H 0.242 2.323 1.428 0.4081 0.6875 0.5075

6
Properties=species:S:1:pos:R:3:forces:R:3 method="wB97M-V/def2-TZVPD" lumo_energy_ha="-0.08900 / -0.09023" largest_force_ha_per_bohr=0.09095 e_homo_ev="-9.99 / -9.97" orbital_gap_ev="7.56 / 7.52" e_above_lowest_ev=4.971 energy_ha=-550.605573
C -2.049 0.675 -0.227 -1.0794 -0.0136 -0.0972
C -0.926 0.307 -0.052 4.6484 0.3642 0.3645
O 2.206 -0.913 -0.147 -0.1109 0.7089 -0.0936
S 1.732 0.613 0.137 -3.0762 -1.4798 -0.2253
H -3.090 0.792 -0.351 -0.3584 0.1764 -0.0643
H 2.126 -1.474 0.639 -0.0236 0.2439 0.1160